Record 1
Below is a molecular structure, C19H20N8O8S2W, with properties calculated with wB97M-V/def2-TZVPD.

- Energy above the lowest of the compared OMol25 structures with the same formula, charge and spin: 0.0 kcal per mole
- Electronic energy: -2639.5610 Ha
- Highest occupied orbital energy: -7.57 eV
- Charge: 0
- F_max: 0.64 eV Å⁻¹

Cartesian coordinates (Å):
C: 0.23 -2.78 -2.46
C: 0.99 -3.93 -2.43
H: -4.16 0.41 -1.31
H: -0.24 -2.38 -3.35
C: -1.26 2.24 1.23
H: -0.35 0.50 1.86
O: 0.05 -3.17 2.75
C: -2.18 3.65 -3.79
H: -1.10 5.87 -1.46
C: -3.60 -1.45 -0.43
C: 2.28 -1.86 2.57
C: 0.61 -2.52 -0.19
C: 5.04 -1.83 2.86
H: 4.82 0.30 3.06
C: -1.45 4.65 -3.24
H: -0.68 5.13 -3.83
H: 0.61 1.41 0.88
N: -0.35 1.11 1.03
N: 0.06 -2.10 -1.34
C: 2.99 -3.05 2.53
H: -2.87 4.65 -0.17
O: 1.03 0.33 -1.18
N: 0.27 -1.62 0.77
H: -4.04 2.95 -1.19
H: -2.02 3.31 -4.81
C: 4.31 -0.64 2.90
O: -1.38 -0.02 -2.26
N: 0.96 1.55 -1.64
O: -0.14 2.05 -1.42
H: -1.34 2.52 2.29
H: 2.46 -3.98 2.38
C: -1.67 5.07 -1.90
O: 0.00 -0.70 2.99
C: 2.94 -0.66 2.76
W: -0.95 -0.28 -0.65
H: 6.87 -2.67 3.22
S: -4.19 1.77 -3.63
H: 6.83 -0.99 3.38
O: -3.61 2.54 0.85
H: 2.37 0.26 2.83
N: -3.35 3.43 -1.76
C: -3.86 0.04 -0.32
O: -2.27 -1.73 -0.39
C: -2.62 4.42 -1.19
C: 1.53 -4.30 -1.20
C: -2.62 1.84 0.72
H: -0.92 3.11 0.67
S: 0.54 -1.89 2.36
H: 1.15 -4.53 -3.32
N: -2.60 0.63 0.10
H: 2.14 -5.19 -1.12
H: -4.65 0.24 0.39
O: -4.43 -2.29 -0.54
H: 4.92 -3.96 2.64
C: 4.36 -3.04 2.67
C: -3.21 2.98 -3.05
N: 1.36 -3.61 -0.07
N: 6.42 -1.81 2.96

Record 2
Below is a molecular structure, C19H20N8O8S2W in a non-equilibrium geometry, with properties calculated with wB97M-V/def2-TZVPD.

- Energy above the lowest of the compared OMol25 structures with the same formula, charge and spin: 68.4 kcal per mole
- Electronic energy: -2639.3939 Ha
- Highest occupied orbital energy (spin up / spin down): -8.12 / -8.19 eV
- Charge: 0
- F_max: 5.57 eV Å⁻¹
- 2S+1: 3

Cartesian coordinates (Å):
H: -4.60 2.08 2.71
H: 6.60 0.82 -2.10
H: -1.17 -3.82 -4.17
H: 1.10 0.41 2.20
N: 5.89 0.86 -2.81
C: -0.72 -1.71 -4.01
N: -0.55 -0.65 -3.22
O: -4.09 -3.33 1.29
H: 1.90 -1.73 2.78
H: -1.69 -4.38 2.18
C: 1.04 -1.33 3.32
H: -0.96 2.59 0.76
H: -0.25 0.25 3.14
C: 3.53 0.71 -3.28
H: -3.39 5.94 1.29
H: -5.04 4.51 2.49
C: -3.21 4.89 1.42
H: 6.08 0.35 -3.65
C: 1.96 1.22 -1.57
H: 1.35 -1.00 4.32
S: 0.31 1.42 -0.96
C: 4.59 0.95 -2.39
N: -1.83 3.00 1.12
C: -2.07 4.32 0.94
N: -0.82 -2.46 2.38
N: 1.16 -1.83 -0.35
H: -0.54 -1.53 -5.06
C: -1.96 -3.35 2.44
C: -2.99 -2.84 1.41
N: 0.41 -0.26 2.54
O: 0.40 1.63 0.50
C: -1.06 -2.97 -3.52
H: -1.54 -4.02 -1.69
H: 3.75 0.41 -4.29
C: -0.02 -2.45 3.46
O: 1.43 -1.86 -1.55
C: -4.14 4.08 2.09
O: 0.79 -2.86 0.30
W: -0.55 -1.27 0.66
H: -1.31 4.87 0.41
C: -0.72 -0.86 -1.93
O: -2.52 -1.87 0.69
H: -2.40 -3.36 3.44
O: 1.54 -0.86 0.38
C: 4.29 1.34 -1.08
C: -1.27 -3.09 -2.16
C: -2.71 2.16 1.71
C: -3.90 2.74 2.23
S: -2.43 0.48 1.83
C: 2.22 0.86 -2.87
N: -1.10 -2.04 -1.35
N: -0.56 0.05 -0.95
O: -0.36 2.50 -1.64
O: -0.07 -3.18 4.44
H: 1.39 0.67 -3.54
C: 2.98 1.48 -0.68
H: 2.73 1.78 0.33
H: 5.09 1.54 -0.39

Record 3
Below is a molecular structure, C19H21AuN3O2Sb, with properties calculated with wB97M-V/def2-TZVPD.

- Electronic energy: -1427.2215 Ha
- Highest occupied orbital energy: -6.68 eV
- Charge: 0
- F_max: 0.17 eV Å⁻¹

Cartesian coordinates (Å):
Au: -0.27 0.89 -0.73
H: -2.09 4.48 -1.71
C: 3.96 0.01 -1.74
H: -4.07 0.82 -0.16
C: 5.00 -1.33 -5.57
N: 1.61 0.00 -1.39
H: 1.39 1.88 -6.88
H: 1.20 -4.77 -3.44
H: 1.43 -0.41 -6.69
C: 2.77 0.60 -1.29
H: 6.00 -1.63 -5.29
H: 4.81 -1.70 -2.67
H: -4.70 2.44 0.23
C: 2.09 1.78 -7.72
O: 3.38 1.40 -7.28
C: -2.13 2.81 2.17
C: 4.78 -0.14 -6.24
O: -0.82 -1.22 -1.54
C: -2.00 4.48 -0.63
H: -1.07 4.97 -0.35
C: 0.15 -3.13 -2.55
C: 3.90 -1.22 -2.33
C: 1.52 -1.23 -1.97
H: 1.82 -2.49 -5.47
H: 2.77 1.58 -0.83
N: 3.59 -3.89 -3.69
H: -2.84 5.02 -0.19
H: 1.68 1.07 -8.44
H: -2.98 3.46 2.39
H: 5.60 0.53 -6.47
C: 3.93 -2.17 -5.26
H: 4.90 0.53 -1.61
C: 2.51 -3.15 -3.09
N: 4.26 -3.42 -4.62
C: 2.66 -1.88 -2.50
H: -0.81 -3.64 -2.55
C: 3.49 0.21 -6.63
H: -1.22 3.28 2.54
H: -2.27 1.86 2.68
C: 1.28 -3.77 -3.04
Sb: -2.00 2.49 0.09
C: -3.98 1.88 -0.36
H: -4.17 2.05 -1.42
C: 2.65 -1.83 -5.68
C: 0.20 -1.84 -2.01
C: 2.43 -0.65 -6.37
H: 2.21 2.75 -8.21